[1]
{
  "formula": "C44H42FN10O6Sr",
  "method": "ωB97M-V with the def2-TZVPD basis set",
  "total_charge": -1,
  "homo_energy_ha": -0.1359,
  "lumo_energy_ev": 0.7,
  "de_lowest_ev": 0.407,
  "gap_ev": 4.4,
  "species": ["Sr", "O", "C", "C", "C", "C", "C", "C", "C", "N", "N", "C", "O", "C", "C", "C", "C", "C", "C", "H", "H", "H", "H", "H", "H", "H", "H", "H", "H", "C", "C", "N", "C", "C", "C", "O", "O", "C", "O", "C", "C", "C", "F", "C", "C", "C", "N", "C", "C", "N", "C", "C", "H", "H", "H", "H", "H", "H", "H", "H", "H", "H", "H", "H", "H", "H", "H", "H", "H", "H", "C", "C", "N", "C", "C", "C", "O", "C", "C", "C", "C", "N", "C", "H", "H", "H", "H", "H", "H", "H", "H", "H", "H", "H", "H", "H", "H", "N", "C", "C", "C", "N", "C", "N"],
  "xyz": [[2.49488, -0.61245, -0.65755], [4.09700, -0.57995, -2.38902], [4.17752, -0.00657, -3.52981], [4.96800, -0.56474, -4.57010], [5.08507, 0.03436, -5.80199], [4.43483, 1.23340, -6.09240], [3.66579, 1.80996, -5.09719], [3.51881, 1.24275, -3.83033], [2.67429, 2.01419, -2.89635], [2.43556, 1.70365, -1.68485], [1.55057, 2.53194, -0.96631], [1.46071, 2.15832, 0.29288], [2.15506, 1.31756, 0.94322], [0.30704, 2.79103, 1.01456], [-0.25344, 2.09876, 2.08128], [-1.38798, 2.58187, 2.71727], [-1.95749, 3.77774, 2.30868], [-1.38327, 4.48881, 1.26090], [-0.26369, 3.99711, 0.61303], [5.46504, -1.49905, -4.34393], [5.69699, -0.44030, -6.56292], [4.52914, 1.70005, -7.06442], [3.14928, 2.74601, -5.29086], [2.23602, 2.94067, -3.28626], [0.21353, 1.17619, 2.39972], [-1.82407, 2.01994, 3.53466], [-2.84040, 4.16215, 2.80542], [-1.81172, 5.43282, 0.94648], [0.18181, 4.51737, -0.22272], [-4.92969, -2.03664, 2.68056], [-4.11975, -2.72605, 1.59673], [-3.02548, -1.90617, 1.10526], [-1.76701, -2.09472, 1.61942], [-0.62901, -1.52146, 1.15960], [0.69079, -1.87606, 1.87217], [0.62578, -1.93565, 3.10242], [1.67421, -2.09459, 1.12644], [-0.78405, -0.58374, 0.07030], [0.09267, -0.12051, -0.65473], [-2.15069, -0.11893, -0.20004], [-2.30377, 0.98813, -1.04446], [-3.53131, 1.22783, -1.58926], [-3.71700, 2.29084, -2.40793], [-4.57982, 0.31508, -1.41178], [-4.47006, -0.67762, -0.45209], [-3.24170, -0.88628, 0.19938], [-5.65666, 0.26965, -2.32390], [-5.45394, 0.66043, -3.70823], [-6.15204, -0.38702, -4.61108], [-6.42007, -1.56462, -3.73955], [-7.49873, -1.22242, -2.75916], [-7.01961, 0.05144, -1.98593], [-5.75029, -2.67305, 3.01309], [-5.34650, -1.09424, 2.32303], [-4.30127, -1.81293, 3.54184], [-4.74904, -3.01576, 0.75145], [-3.67677, -3.65010, 1.97053], [-1.70177, -2.79914, 2.43900], [-1.43411, 1.58856, -1.27780], [-5.29008, -1.37098, -0.33255], [-4.39401, 0.65682, -3.93061], [-5.86305, 1.65543, -3.91807], [-5.53117, -0.72694, -5.43673], [-7.11226, -0.03590, -4.99228], [-5.51822, -1.67026, -3.21058], [-6.58696, -2.42630, -4.25175], [-7.63530, -2.09213, -2.11808], [-8.41086, -1.04315, -3.32729], [-7.12469, -0.11147, -0.91475], [-7.64662, 0.90788, -2.26401], [4.86059, 2.92375, 5.36762], [4.94626, 1.49581, 5.88414], [4.80094, 0.51145, 4.81787], [3.54182, -0.23966, 4.78277], [2.32578, 0.59878, 4.44528], [5.90023, 0.24771, 4.07663], [6.99579, 0.74000, 4.32490], [5.73305, -0.70297, 2.93016], [6.49556, -1.85313, 2.84520], [6.28552, -2.70767, 1.77896], [5.34303, -2.35133, 0.82814], [4.65610, -1.21662, 0.86742], [4.83852, -0.40478, 1.90461], [4.98252, 3.63936, 6.18204], [3.90118, 3.11001, 4.88806], [5.65069, 3.10144, 4.63979], [4.15799, 1.29491, 6.61235], [5.90974, 1.33622, 6.37456], [3.42120, -0.69512, 5.77383], [3.62970, -1.06479, 4.07804], [2.15958, 1.38586, 5.18286], [1.45584, -0.05843, 4.43391], [2.40200, 1.04687, 3.45454], [7.22679, -2.07237, 3.61394], [6.83319, -3.63251, 1.67034], [5.14226, -2.99401, -0.01967], [4.26179, 0.51226, 1.90205], [0.94452, -2.30639, -2.34628], [-0.02299, -2.54616, -2.92499], [-1.15688, -2.94542, -3.67080], [-2.46632, -2.61416, -3.34626], [-3.60044, -2.41639, -3.17301], [-0.99175, -3.77119, -4.79917], [-0.89871, -4.46218, -5.71951]],
  "forces_ev_per_angstrom": [[0.466, -0.409, 0.020], [0.063, -0.133, -0.181], [-0.046, 0.466, 0.163], [-0.117, 0.070, -0.014], [0.122, -0.134, -0.111], [-0.079, 0.111, 0.051], [0.054, -0.027, -0.131], [-0.285, 0.201, 0.169], [0.297, -0.089, -0.116], [-0.234, 0.163, 0.522], [0.265, -0.303, -0.536], [0.108, 0.363, -0.084], [0.101, -0.244, -0.176], [-0.049, 0.064, 0.050], [0.003, 0.010, 0.070], [-0.027, -0.028, 0.042], [-0.061, 0.057, 0.013], [-0.036, 0.070, 0.002], [0.051, -0.117, -0.049], [0.049, -0.032, -0.027], [0.000, 0.002, -0.007], [0.001, -0.002, -0.003], [0.018, 0.003, -0.032], [0.018, -0.034, -0.058], [0.001, -0.058, -0.003], [-0.007, -0.002, 0.022], [-0.010, 0.000, 0.015], [-0.037, 0.014, 0.000], [-0.006, 0.041, -0.030], [-0.072, 0.064, 0.060], [0.054, -0.134, -0.076], [-0.012, 0.114, 0.027], [0.229, -0.058, -0.098], [-0.485, 0.126, 0.203], [-0.139, -0.028, -0.282], [-0.100, -0.104, 0.321], [-0.035, -0.003, 0.025], [0.151, 0.420, -0.041], [0.047, -0.135, 0.284], [0.064, -0.065, -0.090], [-0.192, -0.286, 0.159], [0.151, -0.233, 0.061], [-0.102, 0.058, -0.051], [-0.185, -0.417, 0.087], [0.227, 0.166, -0.016], [-0.184, 0.018, -0.116], [0.417, 0.927, -0.345], [-0.139, -0.065, 0.101], [-0.199, -0.098, -0.130], [0.349, 0.395, 0.561], [0.078, -0.153, -0.096], [-0.218, -0.484, 0.027], [-0.026, -0.028, 0.001], [-0.002, 0.001, -0.032], [0.038, -0.004, 0.012], [0.017, -0.007, 0.045], [-0.055, 0.052, 0.029], [-0.029, -0.002, 0.029], [0.060, 0.080, -0.037], [-0.006, -0.077, 0.012], [0.085, 0.047, 0.055], [0.091, -0.032, -0.056], [0.069, 0.163, 0.015], [0.069, -0.044, -0.050], [0.059, -0.590, -0.168], [-0.061, 0.033, -0.018], [-0.005, 0.079, 0.072], [-0.016, -0.059, 0.049], [0.000, 0.056, -0.042], [-0.017, -0.007, 0.003], [0.019, 0.039, -0.007], [0.038, -0.036, 0.060], [-0.124, 0.130, 0.066], [0.119, -0.152, 0.029], [-0.119, -0.063, -0.002], [0.101, -0.256, 0.099], [0.034, 0.056, -0.058], [-0.202, 0.391, -0.069], [0.026, -0.054, 0.094], [-0.056, 0.013, -0.092], [0.100, -0.070, -0.158], [-0.058, 0.136, 0.097], [0.276, -0.294, 0.019], [0.008, -0.002, 0.052], [-0.044, -0.011, -0.036], [0.019, -0.005, -0.018], [-0.002, 0.046, -0.010], [-0.048, 0.002, -0.038], [-0.045, 0.008, -0.036], [-0.018, 0.083, 0.003], [0.026, 0.063, 0.023], [-0.031, 0.006, -0.016], [0.069, 0.037, -0.059], [-0.012, 0.008, -0.007], [0.036, -0.026, 0.035], [0.007, -0.045, -0.045], [-0.124, 0.058, 0.059], [-0.002, 0.184, 0.067], [-0.120, -0.249, -0.038], [0.105, 0.189, 0.162], [-0.215, 0.017, 0.013], [-0.392, 0.323, 0.040], [0.043, -0.225, -0.223], [-0.012, -0.015, -0.081]]
}

---

[2]
{
  "formula": "C44H42N6NiO4PS3",
  "method": "ωB97M-V with the def2-TZVPD basis set",
  "total_charge": -1,
  "spin_multiplicity": 3,
  "homo_energy_ha": [-0.1582, -0.1604],
  "lumo_energy_ev": [2.0, 2.0],
  "gap_ev": [6.3, 6.4],
  "species": ["Ni", "C", "C", "C", "C", "N", "C", "C", "C", "C", "C", "C", "C", "H", "H", "H", "H", "H", "H", "H", "H", "N", "C", "C", "C", "C", "C", "C", "S", "N", "C", "C", "C", "C", "C", "C", "N", "H", "H", "H", "H", "H", "H", "H", "H", "H", "O", "C", "N", "C", "C", "O", "N", "C", "C", "C", "C", "C", "C", "C", "C", "C", "C", "C", "C", "H", "H", "H", "H", "H", "H", "H", "H", "H", "H", "H", "C", "C", "C", "O", "P", "S", "S", "O", "C", "C", "C", "H", "H", "H", "H", "H", "H", "H", "H", "H", "H", "H", "H", "H", "H"],
  "xyz": [[0.71470, 1.05885, 0.47416], [0.04214, 0.88922, 4.82021], [1.33210, 1.05741, 5.29606], [2.37527, 1.20256, 4.39999], [2.12003, 1.17577, 3.02867], [0.85978, 1.03133, 2.58649], [-0.14184, 0.88955, 3.44962], [3.16945, 1.28580, 1.97682], [4.52227, 1.38444, 2.31126], [5.47959, 1.42991, 1.31193], [5.07172, 1.37121, -0.01887], [3.72277, 1.27078, -0.32975], [2.72001, 1.22021, 0.64823], [-0.80163, 0.75587, 5.48241], [1.52700, 1.06523, 6.36190], [3.38721, 1.32942, 4.75631], [-1.12255, 0.75763, 3.00945], [4.84504, 1.41220, 3.34642], [6.53105, 1.49619, 1.56464], [5.81567, 1.38869, -0.80915], [3.44406, 1.20146, -1.38062], [0.39989, 2.70953, -3.48813], [0.71446, 1.79948, -4.52175], [0.99391, 2.25979, -5.79516], [1.28532, 1.35910, -6.81583], [1.32258, 0.00287, -6.54813], [1.06882, -0.45227, -5.25749], [0.74503, 0.43726, -4.24745], [0.34095, -0.17938, -2.64200], [0.58067, 1.20814, -1.69302], [0.53048, 2.38438, -2.15590], [0.60271, 3.53390, -1.17807], [0.52504, 4.86196, -1.56263], [0.59994, 5.84654, -0.58557], [0.75460, 5.47327, 0.73222], [0.81062, 4.12084, 1.02677], [0.73781, 3.18575, 0.09363], [0.46986, 3.67869, -3.73305], [0.97278, 3.32611, -5.99445], [1.48932, 1.72756, -7.81254], [1.55457, -0.70502, -7.33271], [1.10879, -1.51192, -5.03176], [0.39299, 5.15719, -2.59323], [0.53511, 6.89110, -0.86166], [0.80710, 6.20527, 1.52574], [0.90875, 3.76443, 2.04450], [-1.87633, 3.20820, 1.40970], [-2.21507, 2.14753, 0.89485], [-3.53422, 1.84413, 0.62385], [-3.69394, 0.48759, 0.17348], [-2.18534, 0.11975, -0.00686], [-1.81606, -0.89114, -0.56255], [-1.39775, 1.11194, 0.50477], [-4.33174, -0.41711, 1.24184], [-4.03657, -1.77654, 1.29956], [-4.62729, -2.58052, 2.26533], [-5.53022, -2.04612, 3.17370], [-5.83324, -0.69268, 3.11630], [-5.23327, 0.11402, 2.15884], [-4.47764, 0.37857, -1.13584], [-4.39656, -0.76336, -1.93134], [-5.14085, -0.85820, -3.09868], [-5.98473, 0.17413, -3.48797], [-6.07557, 1.30919, -2.69679], [-5.32495, 1.40790, -1.53177], [-4.25802, 2.43864, 0.98166], [-3.30471, -2.20222, 0.62655], [-4.35658, -3.62812, 2.31080], [-5.98633, -2.67575, 3.92804], [-6.53111, -0.25865, 3.82231], [-5.47429, 1.17049, 2.14087], [-3.73083, -1.56409, -1.64235], [-5.05546, -1.74853, -3.70984], [-6.56402, 0.09469, -4.39973], [-6.72687, 2.12512, -2.98621], [-5.39385, 2.31017, -0.93792], [1.82790, -3.77543, -2.50211], [2.23446, -4.27084, -1.12900], [2.82399, -5.66733, -1.13699], [1.06067, -4.30126, -0.30858], [0.94206, -3.32448, 0.97570], [-0.76286, -3.69018, 1.84320], [1.53503, -1.49440, 0.41280], [2.17620, -3.95684, 1.83141], [2.83870, -3.38081, 2.96708], [1.93855, -2.52190, 3.83894], [4.08186, -2.63299, 2.51422], [2.69365, -3.74360, -3.17001], [1.41314, -2.76927, -2.41477], [1.07307, -4.43892, -2.93247], [2.95535, -3.56855, -0.70131], [2.11456, -6.37576, -1.57170], [3.04503, -5.97925, -0.11619], [3.74633, -5.68982, -1.72413], [3.14846, -4.25575, 3.54460], [1.58943, -1.64925, 3.28482], [2.50814, -2.17803, 4.70662], [1.06477, -3.07988, 4.17405], [3.81009, -1.74820, 1.93623], [4.70290, -3.27569, 1.88634], [4.66603, -2.32889, 3.38813]],
  "forces_ev_per_angstrom": [[-0.023, -0.151, 0.080], [-0.011, -0.020, -0.058], [0.092, 0.002, 0.019], [0.001, -0.002, 0.039], [0.158, 0.023, -0.036], [0.058, 0.188, -0.013], [-0.087, -0.080, -0.063], [-0.243, -0.064, 0.198], [0.038, 0.028, -0.036], [-0.059, -0.004, -0.030], [0.011, -0.002, 0.064], [-0.129, 0.019, -0.033], [0.473, -0.013, -0.056], [0.006, 0.000, -0.007], [0.009, 0.007, -0.005], [-0.020, -0.021, 0.030], [0.015, 0.016, -0.001], [0.001, 0.001, -0.025], [-0.005, 0.001, -0.003], [-0.016, 0.005, 0.000], [0.000, -0.002, 0.029], [-0.180, -0.177, -0.179], [0.021, 0.154, 0.158], [0.031, -0.007, -0.092], [-0.004, 0.069, 0.025], [-0.015, -0.026, 0.050], [0.032, -0.028, -0.087], [0.036, -0.106, 0.086], [-0.040, 0.144, -0.068], [-0.057, -0.441, 0.269], [0.089, 0.742, 0.086], [0.036, -0.332, -0.464], [0.001, 0.261, 0.010], [-0.003, -0.045, -0.195], [0.007, -0.023, 0.104], [0.039, -0.081, 0.097], [-0.255, -0.147, 0.143], [0.032, 0.026, -0.001], [0.005, -0.013, -0.004], [-0.005, 0.003, -0.001], [-0.001, 0.001, 0.001], [0.015, 0.017, 0.002], [0.003, 0.022, -0.013], [-0.006, -0.007, -0.009], [0.012, -0.014, 0.000], [-0.033, 0.009, -0.019], [0.025, -0.045, 0.018], [0.094, 0.049, 0.141], [0.023, 0.070, -0.161], [-0.026, -0.055, 0.086], [0.140, 0.202, -0.172], [0.046, -0.050, 0.034], [-0.345, -0.196, -0.067], [0.052, -0.018, -0.094], [0.011, 0.022, 0.072], [-0.007, 0.006, -0.013], [0.016, 0.018, -0.042], [0.026, -0.004, -0.032], [-0.049, -0.006, 0.017], [0.034, 0.010, 0.080], [-0.055, -0.007, 0.010], [0.018, 0.003, 0.022], [0.016, 0.009, 0.045], [0.030, -0.039, -0.001], [0.001, 0.029, -0.041], [0.039, -0.048, 0.106], [0.043, -0.004, -0.001], [0.005, 0.016, 0.010], [0.008, 0.003, -0.008], [0.002, -0.001, -0.002], [-0.003, -0.035, 0.009], [-0.001, 0.015, -0.003], [-0.003, 0.007, 0.003], [0.004, -0.003, 0.003], [0.000, -0.001, 0.004], [0.014, -0.009, -0.009], [0.017, 0.030, -0.077], [0.046, 0.039, 0.002], [0.036, -0.029, -0.039], [-0.087, -0.032, 0.135], [0.074, -0.011, -0.030], [-0.150, 0.167, 0.003], [-0.184, 0.104, -0.001], [0.008, -0.095, -0.105], [-0.009, 0.051, -0.056], [-0.062, 0.024, 0.022], [0.058, 0.049, -0.013], [-0.007, -0.009, 0.000], [0.036, -0.091, 0.018], [0.006, 0.011, 0.012], [-0.008, -0.019, 0.009], [0.006, 0.010, 0.012], [0.006, 0.005, -0.009], [-0.024, -0.008, 0.008], [0.011, -0.029, 0.049], [0.012, 0.005, 0.018], [-0.001, -0.017, 0.000], [0.027, 0.001, -0.003], [0.005, -0.023, 0.048], [-0.009, -0.006, 0.019], [0.005, 0.006, -0.028]]
}